Record 1
{
  "formula": "C33H53MnN2O2P2S",
  "method": "ωB97M-V/def2-TZVPD",
  "energy_ha": -3779.94182,
  "total_charge": 3,
  "e_above_lowest_kcal_mol": 0.0,
  "spin_multiplicity": 4,
  "homo_lumo_gap_ev": [6.339, 2.296],
  "elements": ["C", "C", "C", "C", "C", "H", "H", "H", "N", "P", "P", "C", "H", "H", "C", "O", "C", "H", "C", "C", "C", "C", "C", "H", "H", "H", "C", "H", "H", "H", "C", "H", "H", "H", "C", "H", "H", "H", "C", "H", "H", "H", "C", "H", "H", "H", "C", "H", "H", "H", "C", "H", "H", "H", "C", "H", "H", "H", "C", "H", "H", "H", "C", "H", "H", "H", "C", "H", "H", "H", "Mn", "N", "C", "C", "C", "C", "C", "H", "C", "H", "C", "H", "H", "H", "C", "S", "C", "O", "H", "H", "H", "H", "H", "H"],
  "positions_angstrom": [[-1.452, -1.406, -1.845], [0.756, -2.083, -1.428], [-1.592, -2.335, -2.864], [0.570, -3.202, -2.292], [-0.608, -3.322, -3.011], [-2.481, -2.281, -3.493], [1.397, -3.904, -2.398], [-0.775, -4.147, -3.707], [-0.386, -1.410, -1.011], [-2.416, 0.158, 0.149], [2.636, -0.345, 0.008], [-2.437, -0.276, -1.649], [-2.131, 0.602, -2.241], [-3.435, -0.561, -2.003], [0.195, 0.932, 1.857], [0.440, 1.573, 2.817], [2.035, -1.584, -1.089], [2.845, -2.248, -1.432], [4.052, 0.299, -1.200], [3.447, -1.034, 1.655], [-3.154, 1.902, 0.231], [-3.553, -1.237, 0.807], [4.024, 1.822, -1.053], [4.278, 2.155, -0.040], [4.762, 2.248, -1.748], [3.042, 2.226, -1.323], [5.448, -0.246, -0.879], [5.809, 0.011, 0.123], [5.507, -1.331, -1.018], [6.156, 0.198, -1.595], [3.764, -0.043, -2.670], [4.366, 0.620, -3.314], [4.004, -1.083, -2.927], [2.716, 0.144, -2.923], [4.220, 0.126, 2.313], [3.536, 0.953, 2.553], [4.661, -0.226, 3.258], [5.030, 0.537, 1.701], [2.349, -1.465, 2.634], [1.730, -0.619, 2.946], [1.690, -2.233, 2.213], [2.823, -1.878, 3.539], [4.297, -2.264, 1.360], [5.180, -2.057, 0.752], [4.654, -2.683, 2.315], [3.698, -3.035, 0.858], [-4.062, -0.831, 2.195], [-4.627, -1.677, 2.619], [-3.217, -0.629, 2.870], [-4.741, 0.033, 2.173], [-2.709, -2.516, 0.960], [-2.287, -2.848, 0.003], [-1.892, -2.369, 1.680], [-3.361, -3.318, 1.338], [-4.723, -1.557, -0.138], [-5.397, -2.253, 0.386], [-5.312, -0.674, -0.420], [-4.387, -2.067, -1.052], [-2.380, 2.841, -0.714], [-2.531, 2.588, -1.771], [-2.739, 3.872, -0.563], [-1.301, 2.828, -0.513], [-2.979, 2.410, 1.675], [-1.920, 2.423, 1.972], [-3.367, 3.438, 1.740], [-3.527, 1.796, 2.401], [-4.636, 1.888, -0.170], [-4.785, 1.474, -1.178], [-5.266, 1.336, 0.539], [-5.001, 2.927, -0.187], [-0.151, -0.037, 0.411], [0.487, 1.091, -0.860], [1.020, 0.988, -1.952], [0.999, 1.851, -3.116], [0.823, 3.213, -2.836], [1.089, 1.400, -4.450], [0.757, 4.142, -3.872], [0.738, 3.530, -1.793], [1.061, 2.342, -5.479], [1.181, 0.326, -4.643], [0.899, 3.707, -5.198], [0.599, 5.190, -3.625], [1.160, 2.011, -6.515], [0.870, 4.438, -6.008], [-1.630, 0.474, 5.181], [-0.709, -1.001, 4.689], [-1.722, -2.280, 5.444], [-0.935, -1.163, 3.199], [-0.889, 1.162, 5.604], [-2.359, 0.195, 5.948], [-2.114, 0.926, 4.309], [-2.729, -1.890, 5.634], [-1.757, -3.138, 4.763], [-1.238, -2.564, 6.387]],
  "lowdin_charge": [-0.32, -0.28, 0.02, 0.04, 0.01, 0.14, 0.14, 0.14, 0.00, 1.14, 1.16, -0.22, 0.09, 0.09, -0.18, 0.12, -0.19, 0.10, -0.61, -0.65, -0.66, -0.62, -0.08, 0.09, 0.10, 0.05, -0.07, 0.07, 0.09, 0.11, -0.09, 0.11, 0.10, 0.02, -0.07, 0.09, 0.11, 0.06, -0.11, 0.03, 0.09, 0.11, -0.08, 0.06, 0.11, 0.09, -0.08, 0.11, 0.05, 0.08, -0.08, 0.07, 0.05, 0.11, -0.07, 0.11, 0.08, 0.08, -0.09, 0.08, 0.11, 0.05, -0.07, 0.06, 0.11, 0.07, -0.07, 0.09, 0.08, 0.11, 0.40, 0.07, -0.11, -0.17, 0.07, 0.10, 0.09, 0.15, 0.06, 0.16, 0.04, 0.16, 0.15, 0.15, -0.22, 0.89, -0.22, -0.63, 0.06, 0.06, 0.04, 0.06, 0.07, 0.07]
}

Record 2
{
  "formula": "C33H53N5O6",
  "method": "ωB97M-V/def2-TZVPD",
  "energy_ha": -2014.53079,
  "e_above_lowest_kcal_mol": 2.7,
  "homo_lumo_gap_ev": 9.079,
  "elements": ["C", "N", "C", "H", "H", "H", "C", "C", "N", "N", "C", "O", "C", "N", "C", "O", "C", "C", "C", "N", "C", "O", "O", "C", "C", "H", "H", "H", "C", "H", "H", "H", "C", "H", "H", "H", "C", "C", "H", "H", "H", "H", "H", "H", "H", "H", "H", "H", "H", "C", "C", "C", "C", "C", "C", "C", "H", "H", "O", "C", "C", "H", "H", "H", "C", "H", "H", "H", "C", "H", "H", "H", "H", "H", "H", "H", "H", "C", "O", "C", "C", "H", "H", "H", "C", "H", "H", "H", "C", "H", "H", "H", "H", "H", "H", "H", "H"],
  "positions_angstrom": [[5.844, 2.589, -0.826], [6.527, 1.585, -0.032], [6.425, 1.883, 1.386], [5.413, 1.732, 1.780], [6.714, 2.922, 1.535], [7.119, 1.254, 1.938], [6.113, 0.240, -0.394], [4.657, -0.019, -0.180], [3.991, 0.049, 0.926], [2.706, -0.251, 0.637], [2.653, -0.489, -0.633], [3.858, -0.355, -1.219], [1.440, -0.833, -1.415], [0.346, -0.973, -0.483], [-0.724, -1.769, -0.705], [-0.852, -2.416, -1.723], [-1.713, -1.754, 0.459], [-2.709, -2.917, 0.385], [-3.726, -2.719, -0.742], [-4.376, -1.435, -0.610], [-5.643, -1.243, -0.174], [-6.105, -0.143, 0.043], [-6.306, -2.409, -0.056], [-7.700, -2.418, 0.326], [-7.874, -1.824, 1.724], [-7.243, -2.353, 2.435], [-7.596, -0.774, 1.718], [-8.911, -1.915, 2.035], [-8.541, -1.660, -0.701], [-8.379, -2.073, -1.694], [-8.263, -0.610, -0.707], [-9.594, -1.747, -0.448], [-8.071, -3.903, 0.327], [-9.114, -4.025, 0.604], [-7.913, -4.327, -0.661], [-7.449, -4.442, 1.037], [-3.461, -0.320, -0.650], [-2.465, -0.415, 0.506], [-1.766, 0.422, 0.456], [-3.016, -0.349, 1.447], [-2.929, -0.350, -1.606], [-4.046, 0.598, -0.584], [-3.203, -2.745, -1.702], [-4.478, -3.505, -0.719], [-2.170, -3.850, 0.215], [-3.238, -2.988, 1.338], [-1.121, -1.856, 1.377], [0.450, -0.466, 0.382], [1.584, -1.793, -1.929], [1.162, 0.254, -2.488], [0.625, 1.497, -1.842], [-0.734, 1.758, -1.855], [-1.279, 2.838, -1.182], [-0.458, 3.696, -0.458], [0.922, 3.455, -0.475], [1.450, 2.380, -1.153], [2.521, 2.230, -1.151], [1.560, 4.137, 0.066], [-0.818, 4.778, 0.271], [-2.163, 5.167, 0.578], [-2.913, 5.659, -0.665], [-3.183, 4.850, -1.335], [-2.290, 6.364, -1.211], [-3.825, 6.164, -0.359], [-1.960, 6.350, 1.534], [-1.390, 7.131, 1.037], [-2.917, 6.753, 1.850], [-1.404, 6.025, 2.409], [-2.929, 4.062, 1.312], [-3.850, 4.471, 1.716], [-3.183, 3.229, 0.664], [-2.324, 3.684, 2.134], [-2.344, 2.983, -1.237], [-1.392, 1.105, -2.409], [2.090, 0.451, -3.028], [0.427, -0.150, -3.185], [6.309, 0.108, -1.465], [6.919, -0.843, 0.347], [6.728, -2.060, -0.334], [6.530, -3.249, 0.438], [7.660, -3.459, 1.452], [8.623, -3.373, 0.954], [7.616, -2.728, 2.255], [7.580, -4.451, 1.888], [5.169, -3.233, 1.145], [4.370, -3.146, 0.412], [5.086, -2.400, 1.839], [5.030, -4.157, 1.700], [6.555, -4.371, -0.603], [7.527, -4.404, -1.088], [6.356, -5.330, -0.133], [5.801, -4.182, -1.362], [7.980, -0.560, 0.324], [6.580, -0.898, 1.383], [6.333, 3.549, -0.667], [5.924, 2.332, -1.882], [4.781, 2.697, -0.566]],
  "lowdin_charge": [-0.08, -0.22, -0.09, 0.08, 0.09, 0.08, -0.23, -0.29, 0.12, 0.12, -0.31, 0.16, -0.21, 0.12, -0.45, 0.08, -0.22, -0.11, -0.13, -0.03, -0.52, 0.07, 0.02, -0.57, -0.02, 0.09, 0.08, 0.09, -0.02, 0.09, 0.08, 0.09, -0.02, 0.09, 0.09, 0.09, -0.13, -0.11, 0.10, 0.13, 0.12, 0.12, 0.12, 0.13, 0.12, 0.12, 0.15, 0.13, 0.16, -0.07, -0.23, -0.04, -0.01, -0.25, 0.02, -0.03, 0.10, 0.12, -0.02, -0.59, -0.02, 0.07, 0.09, 0.09, -0.03, 0.09, 0.09, 0.09, -0.01, 0.09, 0.06, 0.10, 0.09, 0.11, 0.12, 0.12, 0.16, -0.16, -0.10, -0.61, -0.03, 0.09, 0.08, 0.09, -0.02, 0.08, 0.07, 0.09, -0.02, 0.09, 0.09, 0.09, 0.14, 0.11, 0.09, 0.09, 0.08]
}